Molecular formula: C3H6N2O
Method: DFT, ωB97M-V with the def2-TZVPD basis set

LUMO level (eV): 0.99
SMILES: C=C(N)O.C#N
F_max (Eh/bohr): 0.0743

Atoms and positions in Å:
C -0.3528 0.8479 0.7283
C 0.2819 0.7486 -0.4940
N -0.2270 0.9241 -1.7518
O 1.6629 0.6295 -0.4699
H -1.3824 0.8414 0.8624
H 0.2223 0.5769 1.5448
H -0.9336 1.6164 -2.0652
H 0.4094 0.7861 -2.4536
H 1.7892 0.0172 0.2848
C -0.5262 -2.3264 1.2740
N 0.2839 -1.7024 0.7877
H -1.2275 -2.9592 1.7526

Löwdin charges in e:
1 C -0.023
2 C -0.524
3 N 0.123
4 O 0.006
5 H 0.025
6 H 0.014
7 H 0.124
8 H 0.049
9 H 0.080
10 C -0.024
11 N 0.091
12 H 0.059

***

Molecular formula: C3H6N2O
Method: DFT, ωB97M-V with the def2-TZVPD basis set

LUMO level (eV): 0.69
SMILES: C/N=C(\N)C=O
F_max (Eh/bohr): 0.0553

Atoms and positions in Å:
C 1.6658 0.3634 0.4198
N 0.3223 0.6900 0.1226
C -0.6394 -0.1064 -0.1554
N -0.6136 -1.4580 -0.2327
C -1.7782 0.9776 -0.3557
O -2.9373 0.8367 -0.6359
H 2.1303 -0.1803 -0.4100
H 2.2108 1.3004 0.5728
H 1.7266 -0.2304 1.3381
H -1.4339 -1.9870 -0.4733
H 0.2426 -1.9723 -0.0726
H -0.8756 1.7471 -0.0950

Löwdin charges in e:
1 C -0.127
2 N -0.082
3 C -0.372
4 N 0.158
5 C -0.196
6 O 0.049
7 H 0.082
8 H 0.076
9 H 0.083
10 H 0.101
11 H 0.096
12 H 0.130

***

Molecular formula: C3H6N2O
Method: DFT, ωB97M-V with the def2-TZVPD basis set

LUMO level (alpha / beta) (eV): 0.21 / 0.21
F_max (Eh/bohr): 0.0047

Atoms and positions in Å:
C -1.8019 -0.1918 0.1105
N -0.5612 -0.5114 0.3639
C 0.5855 0.0356 -0.1178
N 0.5400 1.1895 -0.9134
C 1.7717 -0.5674 0.3909
O 1.7662 -1.5757 1.1030
H -2.6024 -0.6490 0.6713
H -1.9961 0.5247 -0.6766
H -0.0881 1.8855 -0.5150
H -0.3365 -1.2514 1.0398
H 0.2579 1.0223 -1.8748
H 2.7103 -0.0581 0.1047

Löwdin charges in e:
1 C 0.034
2 N 0.013
3 C -0.377
4 N 0.062
5 C -0.260
6 O -0.043
7 H 0.068
8 H 0.063
9 H 0.080
10 H 0.158
11 H 0.082
12 H 0.119

***

Molecular formula: C3H6N2O
Method: DFT, ωB97M-V with the def2-TZVPD basis set

LUMO level (eV): 0.77
SMILES: [H]/N=C/CNC=O
F_max (Eh/bohr): 0.0080

Atoms and positions in Å:
H -0.1119 2.0649 -1.6790
N 0.0998 1.2350 -1.1260
C -0.9497 0.7238 -0.6361
C -0.8566 -0.5016 0.2491
N 0.4657 -1.0750 0.3025
C 1.4988 -0.3446 0.8379
O 2.6705 -0.5497 0.6206
H -1.9618 1.1243 -0.7875
H -1.1755 -0.2246 1.2639
H -1.5701 -1.2623 -0.0876
H 0.7515 -1.6215 -0.5004
H 1.1392 0.4312 1.5426

Löwdin charges in e:
1 H 0.057
2 N 0.112
3 C -0.224
4 C -0.208
5 N 0.003
6 C -0.388
7 O 0.025
8 H 0.109
9 H 0.120
10 H 0.119
11 H 0.141
12 H 0.135

***

Molecular formula: C3H6N2O
Method: DFT, ωB97M-V with the def2-TZVPD basis set

LUMO level (eV): 0.37
SMILES: [H]/N=C(/C=O)NC
F_max (Eh/bohr): 0.0110

Atoms and positions in Å:
H 1.5848 1.1004 0.3728
N 1.5987 0.4648 -0.4258
C 0.4751 -0.1310 -0.5796
C 0.3606 -1.0242 -1.7820
O -0.6841 -1.5297 -2.1229
N -0.6461 -0.0768 0.1824
C -0.6420 0.6082 1.4459
H 1.3111 -1.1722 -2.3247
H -1.4484 -0.5990 -0.1390
H -1.5161 0.3224 2.0326
H -0.6517 1.6987 1.3222
H 0.2580 0.3385 2.0181

Löwdin charges in e:
1 H 0.036
2 N 0.140
3 C -0.452
4 C -0.184
5 O 0.059
6 N -0.017
7 C -0.095
8 H 0.122
9 H 0.130
10 H 0.085
11 H 0.087
12 H 0.088

***

Molecular formula: C3H6N2O
Method: DFT, ωB97M-V with the def2-TZVPD basis set

LUMO level (eV): 0.85
SMILES: N=C=N.CC=O
F_max (Eh/bohr): 0.0134

Atoms and positions in Å:
N -1.3078 0.8256 -1.9425
C -0.4609 -0.0182 -1.6935
N 0.2589 -0.9945 -1.5109
H -1.5070 1.5740 -1.2934
H 1.2363 -0.9254 -1.7690
C -0.3004 0.2390 1.3080
C 0.9854 -0.4612 0.9272
O 1.9995 0.1160 0.6086
H -0.4308 1.1812 0.7670
H -0.2100 0.4859 2.3699
H -1.1797 -0.4004 1.1786
H 0.9587 -1.5644 1.0255

Löwdin charges in e:
1 N 0.155
2 C -0.380
3 N 0.147
4 H 0.066
5 H 0.090
6 C -0.071
7 C -0.369
8 O 0.015
9 H 0.066
10 H 0.085
11 H 0.082
12 H 0.114

***

Molecular formula: C3H6N2O
Method: DFT, ωB97M-V with the def2-TZVPD basis set

LUMO level (eV): -1.07
SMILES: C/N=C(\C)N=O
F_max (Eh/bohr): 0.0721

Atoms and positions in Å:
C -1.4447 1.0632 -0.3514
N -0.0462 1.1782 -0.3832
C 0.7529 0.2283 -0.1624
C 0.3715 -1.0471 0.5427
N 2.0644 0.2170 -0.6954
O 2.9856 -0.2115 -0.0115
H -1.9420 0.3610 0.2886
H -2.0316 1.8891 -0.1810
H -1.7042 0.7098 -1.3470
H -0.3925 -1.7035 0.1268
H 1.2634 -1.6677 0.5132
H 0.1235 -1.0169 1.6607

Löwdin charges in e:
1 C -0.132
2 N 0.058
3 C -0.393
4 C -0.043
5 N 0.025
6 O 0.021
7 H 0.070
8 H 0.049
9 H 0.103
10 H 0.076
11 H 0.052
12 H 0.115

***

Molecular formula: C3H6N2O
Method: DFT, ωB97M-V with the def2-TZVPD basis set

LUMO level (eV): 0.82
SMILES: NC(=O)N1CC1
F_max (Eh/bohr): 0.1118

Atoms and positions in Å:
N -2.0355 -0.5640 0.0058
C -0.9903 0.3007 -0.2326
O -0.9116 1.5634 0.1322
N 0.1853 -0.1626 -0.6153
C 1.2641 0.7371 -0.1853
C 1.2908 -0.6650 0.2901
H -2.0064 -1.6664 -0.3293
H -2.9040 0.0648 0.0378
H 2.0315 1.1232 -0.8228
H 0.9894 1.5206 0.5424
H 2.2145 -1.3631 -0.0848
H 0.8723 -0.8887 1.2616

Löwdin charges in e:
1 N 0.111
2 C -0.591
3 O -0.074
4 N -0.017
5 C -0.150
6 C -0.070
7 H 0.192
8 H 0.135
9 H 0.102
10 H 0.112
11 H 0.151
12 H 0.098